[1]
18 unconnected molecules or ions with the total composition C49H80ClN17O6S in a non-equilibrium geometry, computed with ωB97M-V/def2-TZVPD.

Structure (XYZ):
```
154
Properties=species:S:1:pos:R:3:mulliken_charge:R:1
C 1.8513 -3.7576 0.5249 -0.855
C 3.1618 -3.2087 -0.2037 0.777
O 3.4637 -3.5684 -1.3556 -0.540
O 4.0019 -2.2670 0.4427 -0.427
C 3.3797 -0.9413 0.4300 -0.541
C 3.2006 -0.4214 -1.0748 -0.631
C 1.6543 -0.4697 -1.5992 0.817
C 1.3833 0.9359 -2.3033 -1.092
C -0.1262 1.1898 -2.7616 -1.030
C -1.1736 1.4043 -1.5532 1.708
C -0.4948 1.6074 -0.1257 -0.932
O -1.4497 2.2891 0.7784 -0.175
C -0.9824 1.9172 2.0917 -0.758
S -1.1363 3.2730 3.3576 1.234
C -0.0041 2.7218 4.7444 -1.017
O -0.5930 4.6025 2.8851 -0.717
O -2.5054 3.4006 3.9651 -0.681
O -1.9731 0.2070 -1.4803 -0.377
C -3.3755 0.4853 -1.3170 -0.380
C -3.9583 0.1806 0.1413 0.095
C -4.3220 -1.3597 0.3972 0.088
C -5.7661 -1.7944 -0.1474 -1.029
Cl -3.0933 -2.5299 -0.2986 -0.221
H 1.4696 -4.6056 -0.1376 0.289
H 1.0782 -2.9136 0.5316 0.173
H 2.0527 -4.0898 1.5889 0.288
H 4.1442 -0.2522 0.9381 0.286
H 2.4337 -0.8959 1.0597 0.317
H 3.4896 0.6895 -1.0605 0.526
H 3.8804 -0.9258 -1.8293 0.110
H 1.5876 -1.3692 -2.2857 0.003
H 1.0287 -0.6704 -0.6740 -0.277
H 1.7883 1.8309 -1.7063 0.378
H 2.0117 0.9322 -3.2680 0.470
H -0.4486 0.2634 -3.3548 0.187
H -0.1423 2.0464 -3.5263 0.385
H -1.7561 2.3626 -1.7839 -0.710
H 0.4370 2.2542 -0.1248 0.317
H -0.3519 0.5693 0.3211 0.476
H 0.1311 1.6305 2.0914 0.465
H -1.6425 1.0380 2.4165 0.271
H 0.0162 1.5744 4.6831 0.275
H 1.0504 3.0725 4.4829 0.388
H -0.3551 3.0712 5.7616 0.414
H -3.7005 1.5292 -1.6113 0.234
H -3.9290 -0.2283 -2.0315 0.318
H -3.2545 0.5041 0.9680 -0.518
H -4.9568 0.7477 0.2050 0.260
H -4.3439 -1.5247 1.5324 0.394
H -6.3261 -2.3015 0.7183 0.317
H -6.3662 -0.9296 -0.5869 0.228
H -5.6051 -2.6347 -0.9123 0.292
C 2.2781 -4.6212 -4.7696 -0.509
C 1.5316 -3.3395 -4.9616 0.403
N 0.9465 -2.3361 -5.1147 -0.476
H 3.3470 -4.4196 -4.6915 0.017
H 1.9415 -5.1133 -3.8562 0.229
H 2.1014 -5.2850 -5.6173 0.346
C 4.6720 -6.8027 -0.4414 -0.543
C 3.5463 -6.6110 0.5225 0.447
N 2.6636 -6.4607 1.2781 -0.660
H 4.9758 -5.8381 -0.8512 0.152
H 5.5220 -7.2589 0.0685 0.173
H 4.3541 -7.4531 -1.2573 0.311
C 1.0270 -4.1805 -9.0733 -0.639
C 2.4749 -4.5469 -9.1509 0.355
N 3.6093 -4.8336 -9.2116 -0.443
H 0.7774 -3.4797 -9.8712 0.247
H 0.4114 -5.0745 -9.1798 0.311
H 0.8133 -3.7136 -8.1101 0.160
C 6.4596 -3.3829 -4.4489 -0.616
C 5.7137 -2.1016 -4.6414 0.404
N 5.1281 -1.0986 -4.7920 -0.448
H 7.5285 -3.1812 -4.3704 0.334
H 6.1211 -3.8742 -3.5353 0.056
H 6.2831 -4.0457 -5.2974 0.290
C -3.6411 5.7073 -1.9806 -0.498
C -2.5842 4.9511 -2.7194 0.387
N -1.7529 4.3585 -3.2945 -0.502
H -3.4118 6.7742 -1.9955 0.269
H -4.6111 5.5448 -2.4517 0.229
H -3.6875 5.3685 -0.9466 0.120
C 2.0786 -0.3142 -10.4803 -0.645
C 0.6255 -0.2935 -10.1256 0.312
N -0.5119 -0.2788 -9.8474 -0.400
H 2.5534 -1.1967 -10.0487 0.196
H 2.1950 -0.3408 -11.5644 0.261
H 2.5676 0.5795 -10.0909 0.284
C -3.5364 8.9333 0.9181 -0.691
C -4.6342 9.0819 -0.0868 0.382
N -5.4940 9.1972 -0.8742 -0.485
H -3.6068 7.9577 1.4019 0.165
H -2.5677 9.0170 0.4239 0.306
H -3.6191 9.7141 1.6753 0.350
C 1.4694 -0.1013 7.7413 -0.626
C 2.0072 0.1642 6.3731 0.414
N 2.4393 0.3720 5.3045 -0.420
H 1.5988 0.7798 8.3714 0.266
H 0.4079 -0.3462 7.6826 0.259
H 2.0046 -0.9430 8.1893 0.212
C 4.5776 -6.7491 3.1395 -0.993
C 5.6320 -7.4300 2.3283 0.595
N 6.4582 -7.9639 1.6910 -0.638
H 4.8353 -5.6981 3.2747 0.294
H 3.6155 -6.8173 2.6289 0.588
H 4.4974 -7.2238 4.1172 0.252
C 9.8747 -8.6302 2.3026 -0.315
C 10.9273 -9.3119 1.4880 0.168
N 11.7517 -9.8457 0.8503 -0.376
H 10.1324 -7.5788 2.4367 0.293
H 8.9104 -8.6987 1.7964 0.147
H 9.7979 -9.1059 3.2813 0.097
C -7.2526 6.2844 1.7967 -0.352
C -6.1871 5.5462 1.0516 0.179
N -5.3535 4.9544 0.4693 -0.291
H -7.0359 7.3536 1.7920 0.281
H -8.2215 6.1158 1.3242 -0.168
H -7.2939 5.9337 2.8293 0.325
C -11.3259 6.3518 3.2347 -0.775
C -10.7267 6.5731 1.8827 0.441
N -10.2576 6.7465 0.8230 -0.483
H -11.2624 7.2684 3.8224 0.273
H -12.3732 6.0650 3.1331 0.305
H -10.7872 5.5575 3.7532 0.268
C -8.5071 3.1780 -1.8498 -0.814
C -7.0633 2.8016 -1.9465 0.424
N -5.9323 2.5087 -2.0222 -0.433
H -8.7542 3.9015 -2.6276 0.290
H -9.1302 2.2917 -1.9761 0.302
H -8.7099 3.6207 -0.8737 0.198
C 7.7013 -8.7121 5.6817 -0.827
C 6.9866 -7.3991 5.6964 0.455
N 6.4263 -6.3702 5.7079 -0.460
H 8.7733 -8.5515 5.8033 0.289
H 7.3398 -9.3398 6.4971 0.330
H 7.5214 -9.2204 4.7330 0.249
C 4.7652 -5.2374 8.3779 -0.625
C 4.0525 -3.9244 8.3807 0.371
N 3.4909 -2.8983 8.3824 -0.446
H 5.8369 -5.0781 8.5008 0.250
H 4.4015 -5.8618 9.1953 0.302
H 4.5882 -5.7488 7.4315 0.089
C -1.9955 6.0959 5.1703 -0.362
C -1.9122 7.0064 6.3555 0.180
N -1.8469 7.7190 7.2838 -0.431
H -2.3964 5.1291 5.4723 0.206
H -2.6493 6.5308 4.4138 0.225
H -1.0038 5.9519 4.7419 0.212
C -5.0111 9.9423 -4.2147 -0.546
C -4.9122 10.7129 -5.4930 0.165
N -4.8347 11.3164 -6.4936 -0.367
H -5.1627 10.6266 -3.3794 0.259
H -5.8514 9.2491 -4.2634 0.281
H -4.0927 9.3776 -4.0501 0.201
```

Its frontier orbital gap is 9.05 eV. Its spin multiplicity is 1. Its total energy is -113073.254 eV.

[2]
7 unconnected molecules or ions with the total composition C49H84Cl2N5O25P2S in a non-equilibrium geometry, computed with ωB97M-V/def2-TZVPD.

Structure (XYZ):
```
168
Properties=species:S:1:pos:R:3:mulliken_charge:R:1
C 2.3803 -5.6621 1.4030 -1.530
C 1.5168 -5.5364 0.1404 -1.268
C 1.0369 -4.1123 -0.1625 1.967
C -0.2610 -4.1849 -0.9907 -2.022
C 2.1375 -3.1861 -0.7655 1.409
C 3.3633 -3.9302 -1.3157 -1.971
C 3.2863 -4.7779 -2.6125 -2.058
C 1.9674 -4.9603 -3.3774 0.613
C 1.3922 -6.3829 -3.3821 -0.912
C 0.3670 -6.5682 -4.5053 -0.714
N -0.9864 -6.8139 -3.9518 -0.668
C 2.7182 -2.3157 0.3833 -2.358
N 2.1552 -0.9362 0.4727 1.123
C 2.6869 -0.3404 1.7440 -1.474
P 4.2964 -0.8595 2.4577 0.882
O 4.0949 -2.0715 3.2420 -0.794
O 4.6434 0.4224 3.3518 -0.571
O 5.4640 -1.0225 1.3769 -0.647
P 0.3390 -1.1467 1.0537 -0.029
C -0.1543 0.5026 1.7115 -1.272
O -0.5332 -1.3492 -0.2798 -0.766
C 2.4697 -0.1272 -0.8160 1.150
C 3.9898 0.2332 -0.8540 -2.134
C 4.5122 1.4313 -0.0609 -1.215
S 5.2784 2.7014 -1.1444 -0.315
C 4.2525 4.0678 -0.8657 0.559
N 3.9181 4.9175 -1.7907 -0.499
N 3.1560 5.8936 -1.1454 0.040
C 3.0831 5.5224 0.0973 -0.314
O 3.7695 4.3831 0.3583 -0.279
C 1.7534 1.2256 -0.9409 -1.378
C 0.3171 1.3566 -1.4548 0.885
C 0.1858 2.5430 -2.3926 -0.765
N -0.5523 2.3820 -3.5768 -0.524
O 0.6514 3.5966 -2.0767 -0.360
C 2.3484 -1.1490 -2.0186 -1.059
C 1.7607 -0.6324 -3.3399 1.432
Cl 2.5351 0.8673 -3.9048 -0.099
C 1.8783 -1.7640 -4.4161 1.361
C 2.5199 -1.4173 -5.7448 -1.764
Cl 0.2087 -2.3046 -4.7758 -0.202
O 1.5845 -2.3024 -1.7413 -0.376
H 2.8403 -6.6467 1.4129 0.454
H 1.7479 -5.6322 2.2845 0.420
H 3.1620 -4.9147 1.4781 0.281
H 1.9706 -6.0310 -0.7086 0.197
H 0.6116 -6.1006 0.3582 0.569
H 0.7406 -3.7376 0.8121 0.696
H -0.3390 -5.1156 -1.5437 0.467
H -0.3913 -3.3677 -1.6879 -0.279
H -1.1166 -4.1689 -0.3193 0.401
H 4.1345 -3.1770 -1.4855 0.737
H 3.7918 -4.5328 -0.5223 0.823
H 3.6639 -5.7721 -2.3843 0.636
H 4.0215 -4.3776 -3.3061 0.412
H 1.1779 -4.2772 -3.0867 -0.602
H 2.1627 -4.7460 -4.4263 0.806
H 0.8885 -6.6140 -2.4510 0.385
H 2.2050 -7.0882 -3.5359 0.477
H 0.6409 -7.3856 -5.1637 0.462
H 0.3384 -5.6777 -5.1374 0.295
H -1.6169 -6.9331 -4.7381 0.286
H -1.2911 -5.9331 -3.5475 0.137
H 3.7908 -2.2457 0.2333 0.082
H 2.5744 -2.7762 1.3531 1.062
H 2.6418 0.7397 1.7041 0.832
H 2.0313 -0.6085 2.5806 0.898
H 5.5156 0.7929 3.1817 0.347
H 6.2802 -0.5495 1.5663 0.444
H -1.0340 0.8522 1.1922 0.690
H -0.4499 0.2704 2.7305 0.636
H 0.6111 1.2608 1.7705 0.295
H -1.4877 -1.2852 -0.0927 0.343
H 4.5990 -0.6554 -0.7354 0.467
H 4.1355 0.4881 -1.8993 1.529
H 3.7871 1.9662 0.5365 0.288
H 5.3198 1.1522 0.6015 0.669
H 2.5443 6.0398 0.8664 0.608
H 1.8080 1.7257 0.0212 0.926
H 2.3585 1.8603 -1.5735 0.753
H -0.0973 0.4901 -1.9387 -1.062
H -0.3725 1.6201 -0.6711 0.415
H -1.2246 1.6284 -3.4810 0.450
H 0.0419 2.1626 -4.3663 0.278
H 3.3487 -1.4965 -2.2863 0.313
H 0.6981 -0.4581 -3.2756 0.116
H 2.4405 -2.5914 -4.0021 -0.692
H 3.5698 -1.1645 -5.6467 0.369
H 2.4785 -2.3195 -6.3515 0.471
H 1.9686 -0.6661 -6.2955 0.409
C 0.5240 4.0612 5.8178 -1.277
C 0.0576 2.6319 5.9225 0.516
C 0.5148 1.8365 7.1238 -0.619
O 0.5252 0.4844 6.6054 -0.387
C 0.7573 0.5659 5.2894 0.470
O 1.0703 -0.3421 4.5764 -0.455
O 0.6435 1.8408 4.8555 -0.099
H 1.6071 4.1214 5.9418 0.408
H 0.2847 4.4465 4.8284 0.099
H 0.0457 4.6967 6.5601 0.426
H -1.0300 2.5754 5.8279 0.251
H -0.1498 1.9131 7.9784 0.309
H 1.5336 2.0833 7.4271 0.319
C -3.7429 -3.9232 -0.5314 -1.472
C -4.0905 -2.5827 -1.1152 1.796
C -4.6558 -2.5931 -2.5130 -0.532
O -4.2518 -1.2953 -3.0174 -0.412
C -3.1397 -0.9362 -2.3748 0.173
O -2.4167 -0.0390 -2.6946 -0.473
O -2.8963 -1.7628 -1.3323 -0.111
H -3.1320 -4.5047 -1.2256 0.133
H -3.1707 -3.8049 0.3848 0.252
H -4.6427 -4.4876 -0.3053 0.659
H -4.7417 -2.0413 -0.4371 -0.716
H -5.7355 -2.6973 -2.5453 0.344
H -4.1923 -3.3521 -3.1454 0.330
C -0.8872 9.3408 2.3700 -1.425
C -0.6689 7.9556 2.9052 0.618
C -1.2546 6.8485 2.0637 -0.444
O -1.4708 5.8131 3.0423 -0.251
C -1.6719 6.4217 4.2361 0.550
O -2.0761 5.8615 5.2065 -0.547
O -1.3660 7.7282 4.1629 -0.365
H -1.9374 9.5125 2.1326 0.352
H -0.5929 10.0920 3.1024 0.377
H -0.3008 9.4686 1.4637 0.366
H 0.3952 7.7772 3.0850 0.221
H -0.5905 6.4970 1.2797 0.264
H -2.2163 7.1222 1.6277 0.348
C -7.1762 2.7421 0.1252 -1.444
C -7.0127 1.5949 1.0864 0.460
C -5.6436 1.4487 1.7097 -0.426
O -5.5890 0.0394 1.9867 -0.283
C -6.3945 -0.5777 1.0949 0.699
O -6.4249 -1.7550 0.9274 -0.590
O -7.1309 0.3199 0.4136 -0.355
H -6.3751 2.7476 -0.6152 0.325
H -8.1193 2.6578 -0.4121 0.368
H -7.1658 3.6886 0.6647 0.388
H -7.7867 1.6293 1.8572 0.299
H -5.5122 2.0178 2.6220 0.349
H -4.8444 1.6926 1.0050 0.209
C 0.8168 7.6618 -4.9074 -1.351
C 0.7872 8.8013 -3.9231 0.489
C 2.0906 9.0977 -3.2163 -0.315
O 1.6332 9.6797 -1.9793 -0.333
C 0.4085 9.1745 -1.7285 0.645
O -0.1848 9.3044 -0.6998 -0.590
O -0.0613 8.5016 -2.7908 -0.357
H 1.2596 6.7719 -4.4616 0.276
H -0.1943 7.4037 -5.2189 0.359
H 1.3930 7.9435 -5.7887 0.385
H 0.3906 9.7050 -4.3938 0.260
H 2.7327 9.7940 -3.7483 0.309
H 2.6468 8.1882 -2.9831 0.187
C -3.9271 -7.4847 5.1590 -1.465
C -3.4496 -7.1805 3.7637 0.531
C -3.1537 -5.7271 3.4718 -0.643
O -3.3756 -5.6513 2.0519 -0.155
C -4.2850 -6.6173 1.7385 0.565
O -4.8288 -6.7140 0.6884 -0.517
O -4.4782 -7.4416 2.7873 -0.371
H -4.7481 -6.8248 5.4412 0.354
H -4.2922 -8.5084 5.2210 0.363
H -3.1131 -7.3605 5.8724 0.382
H -2.5908 -7.8079 3.5090 0.266
H -2.1348 -5.4341 3.7119 0.360
H -3.8553 -5.0515 3.9656 0.293
```

The net charge is +1. Its frontier orbital gap is 8.57 eV. Its spin multiplicity is 1. Its total energy is -165268.709 eV.

Which of these has the highest frontier orbital gap? C49H80ClN17O6S